This record from OMol25 describes a cluster of 2 separate species, CN4O3 in total at a distorted geometry. The level of theory is ωB97M-V with the def2-TZVPD basis set.

Structure (XYZ):
```
8
Properties=species:S:1:pos:R:3:forces:R:3:nbo_charge:R:1
C 0.6005 -0.1183 0.3707 -6.361 -1.819 2.405 0.385
N 1.7242 0.2615 0.0136 4.730 2.396 -1.867 -0.275
N -0.5193 -0.2045 0.7213 2.789 -0.190 -0.474 -0.321
N 2.8455 -0.2472 -0.0974 1.201 0.668 -0.507 0.401
N -2.8347 0.1063 0.0450 -0.809 0.079 3.341 0.560
O -3.0429 -1.0474 0.1253 -0.236 -0.705 -1.294 -0.279
O -2.6422 0.9732 -0.7014 0.226 0.648 -2.276 -0.278
O 3.8688 0.2766 -0.4771 -1.538 -1.078 0.672 -0.193
```
Forces are in eV/Å.

Results
E: -13131.05178 eV
Multiplicity: 1
ΔE to the lowest compared entry with this formula, charge and spin: 64.7 kcal per mole
Strongest force on any atom: 7.04 eV Å⁻¹
Total charge: 0
Frontier orbital gap (spin up / spin down): 9.346 / 5.943 eV